(1)
Here is a 4-piece molecular cluster, C22H41ClN3O6P overall at a distorted geometry from the Open Molecules 2025 dataset. Energies are from ωB97M-V/def2-TZVPD.

The geometry in ORCA input format:
```
! RIJCOSX wB97M-V def2-TZVPD def2/J DEFGRID3
* xyz 0 1
N 3.452 -0.847 2.363
C 2.656 -0.809 1.315
C 1.797 -0.707 -0.115
C 0.190 -0.470 0.151
C -0.470 0.663 -0.882
C -2.048 0.166 -1.123
N -2.167 -0.864 -2.240
C 2.147 -1.916 -1.167
C 1.143 -1.887 -2.501
N 0.421 -1.901 -3.602
C 2.293 -3.404 -0.493
C 0.907 -4.022 0.131
C -0.119 -4.665 -0.996
Cl 0.707 -5.831 -2.192
P 3.909 -1.490 -1.881
O 5.058 -1.673 -0.777
O 4.346 -2.580 -3.196
O 4.029 0.138 -2.488
H 2.192 0.298 -0.624
H -0.474 -1.427 0.044
H 0.065 0.002 1.236
H 0.130 0.734 -1.906
H -0.554 1.730 -0.401
H -2.465 -0.374 -0.147
H -2.734 1.077 -1.444
H -2.890 -0.525 -2.917
H -2.440 -1.781 -1.811
H 3.087 -3.412 0.398
H 2.784 -4.098 -1.331
H 0.319 -3.297 0.844
H 1.237 -4.944 0.814
H -0.886 -5.336 -0.373
H -0.787 -3.838 -1.513
H 3.706 -2.398 -3.959
H 4.333 0.704 -1.706
C -6.540 -4.013 -2.499
C -5.554 -4.289 -3.605
C -4.355 -3.475 -3.171
O -4.374 -3.438 -1.737
C -5.641 -3.936 -1.285
H -7.319 -4.774 -2.405
H -7.025 -3.044 -2.668
H -5.298 -5.355 -3.616
H -5.919 -4.015 -4.598
H -4.424 -2.443 -3.533
H -3.410 -3.903 -3.516
H -5.474 -4.928 -0.851
H -6.040 -3.277 -0.508
C 5.017 3.111 5.398
C 4.823 2.753 3.947
C 3.365 2.350 3.913
O 2.698 3.115 4.925
C 3.689 3.746 5.748
H 5.867 3.775 5.577
H 5.163 2.199 5.989
H 4.980 3.640 3.322
H 5.493 1.964 3.595
H 3.240 1.290 4.158
H 2.900 2.540 2.941
H 3.687 4.816 5.513
H 3.428 3.619 6.802
C -0.538 6.270 0.559
C -2.035 6.133 0.450
C -2.189 4.702 -0.017
O -1.084 3.966 0.524
C -0.130 4.898 1.052
H -0.217 7.075 1.225
H -0.109 6.453 -0.433
H -2.491 6.255 1.440
H -2.494 6.856 -0.229
H -2.136 4.633 -1.108
H -3.129 4.252 0.316
H -0.176 4.840 2.145
H 0.877 4.619 0.730
*
```

Summary:
LUMO energy = 0.057 eV

***

(2)
Here is C38H26BBrCl3F4N4O5PYb as an isolated structure at a distorted geometry from the Open Molecules 2025 dataset. Energies are from ωB97M-V/def2-TZVPD.

The geometry in ORCA input format:
```
! RIJCOSX wB97M-V def2-TZVPD def2/J DEFGRID3
* xyz -1 2
Yb -1.011 0.791 0.133
N -2.842 1.890 4.324
C -3.901 1.050 4.025
C -3.821 0.816 2.688
N -2.730 1.473 2.169
C -2.165 2.073 3.167
C -0.948 2.838 2.939
N -0.346 2.802 1.778
C 0.681 3.718 1.855
C 0.694 4.297 3.083
N -0.364 3.726 3.772
H -2.488 2.056 5.249
H -4.582 0.698 4.780
H -4.458 0.208 2.064
H 1.354 3.888 1.032
H 1.334 5.040 3.525
H -0.625 3.918 4.721
O -0.808 -0.339 4.104
C -0.627 -0.926 3.040
O -1.040 -0.572 1.885
C 0.192 -2.205 3.033
C 0.182 -2.982 4.190
C 0.897 -4.165 4.254
C 1.655 -4.573 3.161
C 1.684 -3.796 2.017
C 0.954 -2.608 1.927
P 0.971 -1.646 0.340
C 0.381 -3.005 -0.759
C 1.186 -3.769 -1.594
C 0.642 -4.790 -2.365
C -0.716 -5.059 -2.305
C -1.531 -4.295 -1.476
C -0.988 -3.273 -0.715
C 2.736 -1.475 -0.108
C 3.790 -1.555 0.799
C 5.085 -1.215 0.414
C 5.340 -0.783 -0.880
C 4.290 -0.683 -1.788
C 3.000 -1.016 -1.404
H -0.397 -2.631 5.034
H 0.869 -4.772 5.151
H 2.219 -5.498 3.199
H 2.271 -4.123 1.165
H 2.251 -3.573 -1.658
H 1.284 -5.366 -3.021
H -1.145 -5.846 -2.912
H -2.597 -4.483 -1.434
H -1.642 -2.667 -0.096
H 3.608 -1.883 1.816
H 5.894 -1.285 1.131
H 6.348 -0.520 -1.180
H 4.468 -0.332 -2.797
H 2.185 -0.904 -2.115
Cl -7.686 1.966 -3.371
C -6.263 1.381 -2.521
C -5.404 2.278 -1.916
C -4.297 1.786 -1.254
Cl -3.177 2.908 -0.532
C -3.977 0.418 -1.150
O -2.933 -0.018 -0.519
C -4.886 -0.436 -1.801
Cl -4.583 -2.153 -1.747
C -6.005 0.024 -2.468
H -5.585 3.344 -1.965
H -6.669 -0.681 -2.950
Br 5.243 5.175 -4.161
C 3.892 4.264 -3.179
C 2.559 4.510 -3.474
C 1.578 3.844 -2.751
C 1.938 2.953 -1.750
C 3.276 2.710 -1.477
C 4.269 3.368 -2.192
C 0.904 2.225 -0.956
O -0.332 2.462 -1.132
O 1.272 1.393 -0.088
H 2.296 5.202 -4.262
H 0.527 3.990 -2.968
H 3.530 1.990 -0.710
H 5.316 3.184 -1.991
F 0.147 -1.411 -3.646
B -0.298 -0.147 -3.285
F -0.515 -0.205 -1.804
F 0.696 0.814 -3.488
F -1.508 0.193 -3.854
*
```

Summary:
LUMO energy (alpha / beta) = 1.902 / 1.902 eV

***

(3)
Here is one molecule with the formula C8H9ClN2 at a distorted geometry from the Open Molecules 2025 dataset. Energies are from ωB97M-V/def2-TZVPD.

The geometry in ORCA input format:
```
! RIJCOSX wB97M-V def2-TZVPD def2/J DEFGRID3
* xyz 0 1
C 0.402 3.636 0.817
C -0.169 2.603 1.338
N -0.040 1.373 0.820
C -0.713 0.283 1.249
Cl -1.986 0.456 2.433
C -0.718 -1.042 0.645
N -1.450 -2.083 1.090
C -1.522 -2.954 0.095
C -0.583 -2.674 -0.917
C -0.134 -1.354 -0.596
C 0.897 -0.587 -1.315
H 0.145 4.616 1.361
H 0.915 3.752 -0.198
H -0.730 2.691 2.289
H -2.318 -1.957 1.549
H -1.947 -3.918 0.355
H -0.465 -3.313 -1.745
H 1.874 -1.167 -1.513
H 0.395 -0.417 -2.276
H 1.033 0.275 -0.748
*
```

Summary:
LUMO energy = -0.089 eV

***

(4)
Here is a 5-piece molecular cluster, C24H39ClO13 overall at a distorted geometry from the Open Molecules 2025 dataset. Energies are from ωB97M-V/def2-TZVPD.

The geometry in ORCA input format:
```
! RIJCOSX wB97M-V def2-TZVPD def2/J DEFGRID3
* xyz 0 1
C 4.088 -4.120 3.909
O 3.006 -3.540 3.197
C 2.316 -2.556 3.913
C 0.898 -2.529 3.470
C 0.115 -3.483 2.967
C 0.413 -4.924 2.716
C 0.592 -5.684 4.015
O 1.473 -6.423 4.289
Cl -0.736 -5.381 5.169
C -1.200 -2.849 2.670
O -2.025 -3.150 1.875
O -1.268 -1.683 3.427
C 0.072 -1.286 3.526
O 0.393 -0.149 3.581
H 4.648 -3.361 4.463
H 4.760 -4.550 3.173
H 3.725 -4.898 4.590
H 2.357 -2.740 4.996
H 2.753 -1.565 3.728
H -0.445 -5.377 2.210
H 1.320 -5.060 2.130
C 2.806 -1.233 -1.107
C 3.957 -0.646 -0.324
O 4.394 -1.501 0.746
C 5.270 -2.505 0.570
C 5.674 -2.915 -0.827
O 5.662 -3.094 1.543
H 3.091 -2.159 -1.608
H 2.451 -0.541 -1.866
H 1.976 -1.462 -0.437
H 4.800 -0.386 -0.966
H 3.648 0.269 0.179
H 5.006 -3.713 -1.152
H 6.685 -3.309 -0.780
H 5.640 -2.114 -1.559
C -1.463 2.856 -2.850
C -0.389 2.485 -3.844
O 0.417 1.375 -3.403
C 0.058 0.095 -3.593
C -1.333 -0.233 -4.080
O 0.848 -0.768 -3.306
H -2.182 2.048 -2.707
H -1.989 3.735 -3.212
H -1.020 3.077 -1.878
H -0.799 2.285 -4.834
H 0.319 3.302 -3.961
H -1.967 -0.400 -3.209
H -1.278 -1.157 -4.648
H -1.786 0.537 -4.698
C 1.948 7.283 -5.289
C 0.970 6.620 -6.235
O 0.044 5.768 -5.547
C -1.095 6.223 -4.988
C -1.332 7.708 -4.865
O -1.868 5.416 -4.546
H 1.443 7.950 -4.589
H 2.676 7.867 -5.852
H 2.480 6.529 -4.709
H 0.436 7.345 -6.849
H 1.495 5.951 -6.915
H -0.970 8.030 -3.888
H -2.404 7.880 -4.907
H -0.850 8.307 -5.632
C -4.078 -0.909 4.930
C -4.570 -1.827 3.832
O -5.732 -2.567 4.235
C -6.984 -2.076 4.132
C -7.189 -0.617 3.794
O -7.908 -2.806 4.366
H -4.829 -0.155 5.170
H -3.162 -0.401 4.632
H -3.881 -1.484 5.835
H -4.758 -1.294 2.901
H -3.832 -2.594 3.608
H -7.273 -0.060 4.727
H -8.130 -0.530 3.256
H -6.399 -0.175 3.194
*
```

Summary:
LUMO energy = -0.682 eV

***

(5)
Here is a 2-piece molecular cluster, C3H11N2 overall at a distorted geometry from the Open Molecules 2025 dataset. Energies are from ωB97M-V/def2-TZVPD.

The geometry in ORCA input format:
```
! RIJCOSX wB97M-V def2-TZVPD def2/J DEFGRID3
* xyz 1 1
C 1.628 -0.134 -1.908
C -0.514 0.055 0.435
C -0.446 0.814 1.731
N -1.170 -0.088 2.621
N 0.233 -0.276 -2.396
H 1.869 0.935 -1.935
H 2.324 -0.628 -2.589
H -1.311 0.337 -0.248
H -0.417 -1.001 0.660
H -0.959 1.779 1.728
H 0.570 0.962 2.093
H -2.171 -0.024 2.405
H -0.989 -1.073 2.396
H -0.362 0.132 -1.678
H -0.077 -1.247 -2.414
H 1.792 -0.542 -0.902
*
```

Summary:
LUMO energy = -8.091 eV

***

(6)
Here is one molecule with the formula C5H9BNO8PS from the Open Molecules 2025 dataset. Energies are from ωB97M-V/def2-TZVPD.

The geometry in ORCA input format:
```
! RIJCOSX wB97M-V def2-TZVPD def2/J DEFGRID3
* xyz 0 1
C 2.642 -0.072 0.988
B 2.187 0.317 -0.455
O 3.135 0.576 -1.423
C 0.692 0.379 -1.083
O 0.696 -0.792 -1.969
C 0.577 -1.821 -1.077
O 1.089 -2.882 -1.183
O -0.203 -1.430 -0.031
C -0.545 -0.028 -0.267
C -1.776 -0.073 -1.233
O -3.049 0.319 -0.728
N -3.519 -0.697 0.176
O -4.661 -0.608 0.318
P -0.725 0.944 1.302
O -2.249 1.305 1.616
O -0.453 -0.162 2.412
S 0.385 2.513 1.268
H 2.923 -1.135 0.985
H 1.915 0.061 1.781
H 3.542 0.486 1.250
H 3.700 -0.169 -1.643
H 0.496 1.325 -1.584
H -1.601 0.603 -2.067
H -1.865 -1.077 -1.641
H -2.597 1.968 1.006
H -0.735 0.152 3.282
*
```

Summary:
LUMO energy = -0.322 eV

***

(7)
Here is an isolated ion of composition C7H13N2S and charge +1 at a distorted geometry from the Open Molecules 2025 dataset. Energies are from ωB97M-V/def2-TZVPD.

The geometry in ORCA input format:
```
! RIJCOSX wB97M-V def2-TZVPD def2/J DEFGRID3
* xyz 1 1
C -0.521 -0.804 -2.443
C -0.124 0.416 -1.979
C -0.924 1.437 -1.208
C -2.379 1.142 -0.804
C -0.029 1.608 0.404
S 0.424 3.035 1.008
N 0.375 0.385 0.801
C 1.076 0.122 1.885
N 1.517 -1.064 2.251
C 1.666 -2.181 1.410
H 0.248 -1.429 -2.913
H -1.584 -0.904 -2.328
H 0.876 0.704 -2.028
H -0.732 2.494 -1.535
H -2.633 0.081 -0.708
H -3.161 1.347 -1.530
H -2.760 1.679 0.095
H -0.068 -0.446 0.316
H 1.483 0.966 2.617
H 2.123 -0.982 3.035
H 0.771 -2.858 1.336
H 2.006 -1.873 0.499
H 2.351 -2.874 1.821
*
```

Summary:
LUMO energy = -4.769 eV

***

(8)
Here is a 9-piece molecular cluster, C21H27Cl6F5O18 overall at a distorted geometry from the Open Molecules 2025 dataset. Energies are from ωB97M-V/def2-TZVPD.

The geometry in ORCA input format:
```
! RIJCOSX wB97M-V def2-TZVPD def2/J DEFGRID3
* xyz 1 2
C 3.606 -1.959 2.153
O 2.641 -2.583 1.333
C 3.010 -2.998 0.104
O 4.079 -2.857 -0.444
O 1.906 -3.616 -0.454
C 1.929 -3.731 -1.905
H 4.288 -2.732 2.508
H 3.211 -1.372 2.982
H 4.240 -1.315 1.545
H 1.148 -4.454 -2.143
H 2.844 -4.279 -2.128
H 1.727 -2.818 -2.466
C -3.638 -1.352 0.790
C -3.996 -1.919 2.119
O -2.828 -2.593 2.424
C -1.782 -2.005 1.881
O -0.615 -2.164 2.096
O -2.221 -1.205 0.842
F -4.984 -2.804 1.957
H -4.172 -0.446 0.503
H -3.757 -2.064 -0.026
H -4.317 -1.135 2.805
C -1.387 0.896 4.266
C -2.587 0.623 5.240
O -1.999 -0.169 6.274
C -0.850 -0.608 5.926
O -0.266 -1.521 6.610
O -0.405 0.042 4.812
F -3.590 -0.066 4.697
H -1.090 1.940 4.168
H -1.703 0.636 3.256
H -3.006 1.419 5.856
C 0.032 0.360 -0.518
C 0.934 0.306 0.692
O 0.245 1.143 1.601
C -0.462 2.044 0.874
O -0.993 3.000 1.410
O -0.709 1.529 -0.310
F 2.093 0.945 0.349
H -0.573 -0.503 -0.795
H 0.658 0.645 -1.364
H 1.136 -0.691 1.082
C -2.103 -2.788 -3.578
C -2.317 -4.320 -3.849
O -2.547 -4.839 -2.624
C -2.080 -3.973 -1.660
O -2.030 -4.273 -0.451
O -1.765 -2.800 -2.183
F -1.223 -4.784 -4.464
H -3.101 -2.361 -3.676
H -1.414 -2.305 -4.271
H -3.196 -4.441 -4.482
C 0.126 6.134 1.359
C -0.356 5.950 -0.063
O 0.262 7.106 -0.737
C 1.117 7.731 0.134
O 1.674 8.831 -0.040
O 1.219 7.026 1.233
F -1.701 6.145 0.003
H 0.343 5.217 1.907
H -0.753 6.488 1.898
H -0.116 4.914 -0.302
C 3.447 -0.078 -4.648
Cl 2.210 -0.324 -3.378
Cl 4.814 -1.318 -4.584
H 3.001 -0.027 -5.641
H 3.906 0.875 -4.384
C 4.854 0.889 -0.850
Cl 6.173 1.089 -2.031
Cl 4.942 2.306 0.176
H 3.884 0.977 -1.340
H 5.005 -0.095 -0.408
C -1.950 1.655 -3.527
Cl -3.064 0.816 -2.449
Cl -1.402 0.561 -4.761
H -2.557 2.431 -3.993
H -1.101 2.012 -2.944
*
```

Summary:
LUMO energy (alpha / beta) = -3.740 / -10.837 eV

***

(9)
Here is one molecule with the formula C2H3NO2S at a distorted geometry from the Open Molecules 2025 dataset. Energies are from ωB97M-V/def2-TZVPD.

The geometry in ORCA input format:
```
! RIJCOSX wB97M-V def2-TZVPD def2/J DEFGRID3
* xyz 0 1
O -2.402 0.336 0.147
C -1.457 -0.350 -0.054
N -0.135 0.165 -0.025
O -0.024 1.560 -0.019
C 1.060 -0.532 0.018
S 2.482 0.241 0.063
H -1.432 -1.406 -0.137
H 0.970 1.592 -0.071
H 0.938 -1.606 0.077
*
```

Summary:
LUMO energy = -0.552 eV

***

(10)
Here is an isolated ion of composition C3H4NO7S and charge -1 at a distorted geometry from the Open Molecules 2025 dataset. Energies are from ωB97M-V/def2-TZVPD.

The geometry in ORCA input format:
```
! RIJCOSX wB97M-V def2-TZVPD def2/J DEFGRID3
* xyz -1 1
C 0.969 0.121 -0.929
O -0.351 -0.336 -0.621
C -0.669 -0.305 0.648
O 0.103 -0.095 1.565
C -2.171 -0.471 0.861
N -2.806 -1.536 0.172
O -3.906 -1.845 0.622
O -2.340 -1.883 -0.914
S -2.854 1.079 0.006
O -1.774 2.005 0.158
O -4.073 1.280 0.797
O -3.104 0.660 -1.331
H 1.683 -0.255 -0.217
H 0.950 1.183 -0.832
H 1.238 -0.162 -1.927
H -2.410 -0.320 1.892
*
```

Summary:
LUMO energy = 3.430 eV